(1)
The following is a quantum chemistry calculation of an isolated molecule of C4H5NOS in a non-equilibrium geometry, from the OMol25 dataset.

Calculated values
Energy relative to the best compared isomer or geometry (same formula, charge and spin) = 4.095 eV
Charge = 0
SMILES string = C1=NSC[C@H]2O[C@@H]12
LUMO level = 0.181 eV
Orbital gap = 0.31961 hartree

Structure (XYZ):
```
12
Properties=species:S:1:pos:R:3:forces:R:3
C 1.282 -1.147 -0.356 1.798 -3.045 2.190
N 0.417 -1.910 0.301 4.075 1.088 -3.496
S -1.102 -1.633 0.480 -4.292 1.077 1.548
C -1.495 0.211 0.269 -2.415 -0.284 -0.896
C -0.216 0.837 -0.086 -2.161 0.533 1.937
O 0.657 0.866 0.987 1.839 -0.582 -0.234
C 1.063 0.296 -0.355 2.116 1.498 -0.296
H 2.375 -1.669 -0.571 -2.959 1.695 0.585
H -2.188 0.504 -0.630 0.918 -1.412 1.326
H -2.050 0.824 1.140 1.670 -1.832 -1.348
H -0.522 1.771 -0.361 0.234 2.875 -1.619
H 1.779 1.050 -0.819 -0.823 -1.609 0.303
```
Forces are in eV/Å.

---

(2)
The following is a quantum chemistry calculation of a cluster of 9 separate species, C16H30N7O5S2 in total in a non-equilibrium geometry, from the OMol25 dataset.

Calculated values
Charge = -1
LUMO level = 1.848 eV
Orbital gap = 0.26486 hartree

Structure (XYZ):
```
60
Properties=species:S:1:pos:R:3:forces:R:3
N 17.567 17.937 21.729 -0.487 1.115 1.788
O 17.947 16.807 21.557 1.809 -3.073 0.093
O 16.780 18.407 20.952 -2.194 1.769 -2.515
O 17.885 18.606 22.736 0.868 0.095 0.768
C 14.148 14.733 20.252 0.210 -0.935 0.135
C 14.475 13.502 19.520 -0.176 -1.462 -0.992
N 14.663 12.508 18.945 -0.157 1.554 0.944
H 13.066 14.859 20.293 0.083 0.268 -0.446
H 14.704 15.555 19.802 -0.239 0.175 0.359
H 14.431 14.530 21.285 0.362 0.466 0.021
C 17.817 15.719 26.289 -0.355 -0.689 -0.136
C 17.210 16.750 27.139 -1.023 1.763 0.999
N 16.703 17.562 27.814 1.266 -2.008 -1.563
H 17.163 14.848 26.242 -0.166 -0.082 0.502
H 18.770 15.375 26.691 0.003 0.236 -0.047
H 17.896 15.942 25.225 0.257 0.860 0.161
C 12.705 19.817 18.647 0.075 -0.235 -1.064
C 13.010 18.847 17.548 0.306 -0.580 -0.446
N 13.250 18.169 16.633 -0.451 1.058 1.551
H 11.680 20.152 18.486 0.016 0.038 0.160
H 13.372 20.664 18.488 -0.030 0.033 0.159
H 12.811 19.458 19.671 0.084 -0.347 -0.296
C 21.964 17.117 23.404 0.211 0.670 -0.112
C 22.471 17.123 22.002 0.999 -0.554 -2.557
N 22.880 17.113 20.893 -1.349 0.111 3.741
H 21.142 16.433 23.615 -0.030 0.061 -0.600
H 21.636 18.132 23.627 -0.331 -0.031 -0.113
H 22.727 16.926 24.159 0.395 -0.216 -0.439
C 19.791 19.561 17.710 -0.565 -0.566 0.581
C 19.655 20.992 17.766 0.511 3.675 0.471
N 19.568 22.161 17.797 0.096 -2.901 -0.113
H 19.043 19.291 16.965 0.451 -0.789 -0.149
H 19.514 19.111 18.663 -0.498 0.179 0.096
H 20.805 19.176 17.596 -0.056 0.389 -0.779
C 18.035 24.033 21.833 -0.824 0.759 0.538
C 17.127 24.841 22.691 0.744 -1.043 -0.697
N 16.507 25.478 23.406 -0.540 0.464 0.399
H 18.895 24.691 21.712 0.270 -0.517 -0.261
H 17.560 23.817 20.876 0.135 0.102 0.034
H 18.260 23.090 22.332 0.207 0.160 -0.040
C 17.889 11.674 22.182 0.961 -0.254 0.162
S 19.506 10.962 22.673 0.862 -1.087 -2.644
O 20.049 10.285 21.373 -0.849 1.400 2.550
C 20.466 12.505 22.974 -0.411 0.459 -0.064
H 18.115 12.265 21.294 -0.315 0.479 0.323
H 17.523 12.161 23.086 -0.158 0.517 -0.389
H 17.189 10.894 21.885 0.356 -0.260 0.194
H 19.978 13.088 23.755 -0.107 -0.359 0.396
H 20.534 13.232 22.165 -0.163 -0.532 -0.597
H 21.480 12.254 23.286 -0.193 -0.318 0.014
C 12.765 21.845 23.002 -0.572 -0.907 -0.117
S 11.721 20.400 23.597 0.684 -1.630 -0.607
O 11.028 19.587 22.499 0.986 1.575 0.867
C 13.181 19.331 24.048 0.044 0.571 0.153
H 13.649 21.528 22.449 -0.145 -0.105 -0.070
H 13.071 22.381 23.900 -0.111 -0.047 0.022
H 12.110 22.467 22.391 0.075 -0.011 0.050
H 13.866 19.880 24.695 -0.053 0.250 -0.030
H 13.727 19.051 23.147 -0.207 0.128 -0.160
H 12.918 18.427 24.596 -0.572 0.158 -0.189
```
Forces are in eV/Å.

---

(3)
The following is a quantum chemistry calculation of a structure of composition C18H52AsF6O16 in a non-equilibrium geometry, from the OMol25 dataset.

Calculated values
Charge = -1
LUMO level = 2.298 eV
Orbital gap = 0.35885 hartree

Structure (XYZ):
```
93
Properties=species:S:1:pos:R:3:forces:R:3
As 0.378 -0.087 -0.418 0.346 -0.010 0.792
F 1.740 -0.507 0.542 0.521 -0.072 0.083
F 1.185 1.354 -0.946 -0.206 0.266 -0.107
F -1.033 0.216 -1.367 -0.191 0.314 -0.418
F -0.365 -1.558 0.113 -0.232 -0.345 -0.159
F -0.299 0.766 0.908 -0.237 0.255 0.067
F 1.102 -0.890 -1.778 -0.060 -0.538 -0.334
C -1.556 3.571 -1.077 -0.066 -0.187 0.149
O -0.466 4.478 -1.057 -0.205 -0.052 0.118
H -2.503 4.105 -1.170 0.089 0.135 -0.118
H -1.458 2.871 -1.910 -0.172 -0.022 0.016
H -1.608 2.996 -0.146 0.077 -0.081 -0.001
H 0.234 4.068 -1.579 0.220 0.438 -0.020
C 3.638 -1.562 3.032 0.372 -0.433 -0.298
O 4.171 -1.720 4.347 -0.006 0.090 -0.319
H 2.716 -2.139 2.985 -0.135 0.188 0.046
H 3.476 -0.526 2.731 -0.165 0.067 0.337
H 4.322 -1.988 2.282 -0.073 -0.026 0.116
H 5.094 -1.457 4.303 -0.038 0.143 0.153
C 2.933 3.565 -3.249 -0.143 -0.167 0.193
O 1.691 3.530 -2.552 0.101 -0.133 -0.087
H 3.736 3.185 -2.613 0.066 0.026 -0.059
H 2.889 2.953 -4.151 0.054 0.041 -0.031
H 3.141 4.599 -3.510 -0.053 0.044 -0.015
H 1.546 2.629 -2.235 0.143 -0.009 -0.107
C -3.158 -3.969 -0.346 0.620 0.223 0.088
O -3.595 -3.235 0.769 -0.205 -0.019 0.188
H -3.690 -3.684 -1.260 -0.120 -0.186 -0.008
H -2.080 -3.811 -0.514 -0.100 -0.033 -0.082
H -3.285 -5.026 -0.122 -0.199 -0.055 -0.131
H -3.547 -2.293 0.543 -0.062 0.098 -0.003
C 4.252 -0.538 -2.502 -0.461 -0.493 0.754
O 3.265 0.174 -3.222 0.121 -0.095 -0.244
H 4.141 -0.394 -1.416 0.168 0.297 -0.161
H 4.156 -1.628 -2.621 0.134 0.141 -0.367
H 5.237 -0.219 -2.823 0.043 0.081 -0.069
H 2.417 -0.232 -3.005 0.036 0.201 0.093
C 2.812 -3.910 -0.103 -0.038 0.132 0.111
O 1.402 -3.800 0.023 0.141 0.006 -0.122
H 3.186 -3.363 -0.972 -0.019 -0.091 -0.073
H 3.318 -3.517 0.783 0.042 -0.067 0.001
H 3.037 -4.970 -0.206 0.096 0.002 -0.043
H 1.166 -2.866 -0.050 -0.161 -0.086 0.138
C -2.329 -0.389 3.113 -0.583 -0.590 0.145
O -2.535 0.189 4.410 0.135 0.205 -0.259
H -2.599 0.314 2.334 0.137 0.303 0.136
H -1.306 -0.735 2.969 0.060 0.106 0.004
H -3.021 -1.231 3.005 0.190 -0.098 -0.170
H -2.466 -0.532 5.040 0.045 0.104 0.131
C -0.776 -4.358 2.419 0.539 0.482 0.073
O 0.616 -4.401 2.739 -0.174 -0.146 -0.014
H -0.981 -4.971 1.540 -0.244 -0.117 0.107
H -1.323 -4.695 3.296 -0.075 -0.227 -0.082
H -1.099 -3.332 2.210 -0.024 -0.072 -0.095
H 1.082 -4.300 1.897 -0.101 0.135 0.000
C -2.305 3.170 2.839 0.001 0.230 0.010
O -2.589 3.173 4.220 -0.114 -0.031 0.292
H -1.452 2.531 2.601 0.000 -0.014 -0.107
H -3.171 2.870 2.237 0.046 -0.100 0.006
H -2.065 4.201 2.575 0.062 -0.060 -0.126
H -2.630 2.258 4.529 0.039 -0.090 -0.117
C -4.242 0.586 -0.457 0.266 -0.007 0.684
O -3.440 -0.548 -0.102 -0.084 0.225 -0.288
H -4.054 1.406 0.248 0.010 -0.021 -0.078
H -4.012 0.939 -1.461 -0.231 -0.120 -0.117
H -5.281 0.293 -0.336 -0.063 -0.009 -0.285
H -2.559 -0.368 -0.451 0.097 -0.108 0.108
C 1.140 4.908 2.359 -0.083 -0.029 0.229
C 1.727 3.551 2.084 0.008 -0.064 -0.379
C 2.845 3.503 1.031 0.341 0.026 -0.128
O 3.954 2.911 1.726 0.038 -0.146 -0.176
C 3.605 2.588 2.983 -0.458 0.423 -0.136
O 4.299 2.015 3.755 0.476 -0.267 0.300
O 2.368 3.037 3.268 -0.160 -0.124 -0.204
H 0.357 4.825 3.114 0.011 0.000 -0.028
H 0.692 5.291 1.443 0.027 0.104 -0.053
H 1.903 5.588 2.743 0.021 0.052 -0.163
H 0.941 2.859 1.775 0.000 -0.062 0.254
H 3.172 4.463 0.630 -0.146 0.167 0.307
H 2.600 2.879 0.177 -0.121 -0.145 0.074
C -2.727 -3.537 -4.271 0.053 -0.097 -0.436
C -2.256 -2.293 -3.562 -0.211 0.302 -0.424
C -1.093 -1.574 -4.261 0.107 -0.066 -0.150
O -1.544 -0.221 -4.378 0.389 0.031 0.250
C -2.821 -0.113 -3.971 0.289 -0.561 -0.078
O -3.427 0.902 -3.930 -0.389 0.604 -0.027
O -3.325 -1.322 -3.654 0.210 -0.038 0.285
H -2.868 -3.288 -5.326 0.040 -0.022 0.028
H -3.693 -3.889 -3.914 0.099 -0.024 0.309
H -1.991 -4.341 -4.223 -0.025 0.010 0.165
H -2.022 -2.423 -2.506 -0.131 -0.180 0.002
H -0.858 -1.917 -5.271 -0.302 -0.229 0.033
H -0.177 -1.648 -3.678 -0.056 0.373 0.120
```
Forces are in eV/Å.